(1)
{"formula": "C6H9N", "method": "ωB97M-V/def2-TZVPD", "gap_ev": 10.37, "smiles": "C#CC[C@]1(C)CN1", "lumo_energy_ev": 1.0, "multiplicity": 1, "e_above_lowest_kcal_mol": 80.15, "fmax_ev_per_a": 1.1, "charge": 0, "species": ["C", "C", "C", "C", "C", "C", "N", "H", "H", "H", "H", "H", "H", "H", "H", "H"], "coordinates": [[0.362573, -1.333273, -0.790897], [0.562084, 0.056065, -0.213103], [-0.367838, 1.119748, -0.797828], [-1.528185, 0.870876, 0.044535], [-2.365288, 0.331338, 0.723386], [0.796265, 0.273267, 1.237693], [1.883098, 0.427462, 0.268989], [-0.647456, -1.460250, -1.193938], [0.517033, -2.118322, -0.043494], [1.068556, -1.496304, -1.614008], [-0.681455, 0.937098, -1.832230], [0.050648, 2.129466, -0.733989], [-3.324020, 0.042610, 1.062173], [0.487316, 1.211651, 1.699982], [0.720516, -0.585373, 1.900236], [2.466153, -0.406059, 0.282494]], "forces_ev_per_a": [[0.037, -0.028, 0.057], [0.001, -0.091, 0.281], [0.093, -0.035, -0.006], [-0.959, -0.057, -0.007], [-0.238, 0.770, -0.742], [-0.003, -0.188, 0.131], [0.438, -0.059, -0.147], [0.121, 0.068, 0.156], [0.068, 0.134, -0.061], [-0.083, 0.031, 0.083], [0.379, -0.004, 0.026], [-0.097, -0.190, 0.180], [-0.105, -0.239, 0.492], [-0.045, -0.252, -0.188], [0.312, 0.009, -0.125], [0.081, 0.130, -0.129]]}


(2)
{"formula": "C4H13NO2", "method": "ωB97M-V/def2-TZVPD", "gap_ev": 9.08, "smiles": "CN[C@@H](C)CO.O", "lumo_energy_ev": 0.8, "multiplicity": 1, "e_above_lowest_kcal_mol": 53.81, "fmax_ev_per_a": 5.9, "charge": 0, "species": ["C", "N", "C", "C", "C", "O", "H", "H", "H", "H", "H", "H", "H", "H", "H", "H", "H", "H", "H", "O"], "coordinates": [[0.202218, 0.313617, -2.080712], [0.549620, -0.045449, -0.741730], [-1.195065, 1.650244, 0.105785], [-0.279960, 0.411608, 0.402130], [-1.225905, -0.525852, 1.127576], [-0.336273, -1.532752, 1.720507], [0.380277, 1.455750, -2.226165], [0.729896, -0.427294, -2.659067], [-0.928759, 0.187451, -2.177185], [1.425745, 0.212612, -0.350165], [-1.316339, 2.294570, 0.943794], [-0.666075, 2.297619, -0.598788], [-2.228496, 1.401041, -0.247810], [0.404997, 0.800522, 1.171372], [-1.885663, -0.976572, 0.227540], [-1.887860, -0.124688, 1.817639], [0.389578, -0.968227, 2.118230], [3.419929, -2.033340, 0.361529], [1.983163, -2.603496, 0.531540], [2.464970, -1.787363, 0.553988]], "forces_ev_per_a": [[-1.495, 1.905, 0.987], [-1.677, -0.580, 3.103], [0.349, -0.108, -1.261], [-2.008, 2.671, 0.158], [2.164, -3.583, -4.129], [-0.333, 1.193, 0.617], [0.075, -1.950, -0.759], [0.097, 0.526, -1.100], [1.507, -0.066, -0.177], [1.251, -0.218, -1.206], [-0.136, 0.186, 1.116], [-0.442, -0.053, -0.325], [0.982, 0.078, -0.024], [0.164, -0.225, -0.131], [1.372, 0.296, 2.216], [-0.969, 1.136, 1.398], [-1.096, -1.263, -0.651], [-1.860, 0.364, 0.416], [-0.565, -0.603, -0.059], [2.619, 0.295, -0.186]]}


(3)
{"formula": "C3H2ClF", "method": "ωB97M-V/def2-TZVPD", "gap_ev": 10.08, "smiles": "FC1=C(Cl)C1", "lumo_energy_ev": 0.7, "multiplicity": 1, "e_above_lowest_kcal_mol": 30.85, "fmax_ev_per_a": 4.0, "charge": 0, "species": ["C", "C", "C", "F", "Cl", "H", "H"], "coordinates": [[-0.203170, 0.897292, -0.066466], [-0.828745, -0.216472, 0.055074], [0.688148, -0.278224, 0.038424], [-0.084409, 2.216812, 0.034761], [-2.087013, -1.258720, 0.012447], [1.235853, -0.757331, -0.914803], [1.279336, -0.603354, 0.840561]], "forces_ev_per_a": [[1.228, 0.530, 1.058], [1.053, 0.481, -0.354], [0.701, -1.159, -3.771], [-0.592, -0.630, -0.428], [-1.312, -0.652, 0.139], [-1.365, 1.381, 1.508], [0.286, 0.048, 1.848]]}


(4)
{"formula": "C4H5ClO", "method": "ωB97M-V/def2-TZVPD", "gap_ev": [9.23, 8.30], "lumo_energy_ev": [-0.1, -0.9], "multiplicity": 1, "e_above_lowest_kcal_mol": 133.26, "fmax_ev_per_a": 2.5, "charge": 0, "species": ["C", "C", "C", "C", "O", "Cl", "H", "H", "H", "H", "H"], "coordinates": [[-0.462195, 1.039644, -0.114749], [0.062350, 2.046961, 0.540556], [-0.956097, -0.277754, -0.057725], [1.161368, -2.017033, -0.304725], [-0.939253, 0.555026, -1.307643], [-2.393319, -0.951744, 0.682220], [0.156294, 3.002641, -0.031397], [0.197975, 2.096133, 1.621832], [0.678346, -2.011546, 0.679975], [1.853894, -1.146430, -0.483861], [0.640637, -2.335898, -1.224487]], "forces_ev_per_a": [[-0.083, -0.968, 1.609], [-0.282, 2.100, -1.190], [0.020, -0.032, -1.164], [-0.588, 2.350, -0.542], [-0.300, -0.617, 1.142], [0.904, 0.599, -0.734], [0.237, -0.844, 0.653], [-0.007, -0.471, -0.489], [0.358, -0.645, -0.461], [-0.546, -1.198, 0.318], [0.287, -0.274, 0.857]]}